Formula: C4H5NO
Source: the Open Molecules 2025 dataset
Level of theory: wB97M-V/def2-TZVPD

Geometry as XYZ:
```
11
C4H5NO (wB97M-V/def2-TZVPD)
N 1.858 -0.164 -0.108
C 0.470 -0.055 -0.068
C -0.638 -0.937 -0.322
C -1.741 -0.203 -0.001
O -1.426 1.051 0.361
C -0.072 1.144 0.277
H 2.263 0.464 0.562
H 2.341 -1.040 -0.169
H -0.645 -1.939 -0.737
H -2.792 -0.436 0.052
H 0.381 2.115 0.154
```

Properties
LUMO level = 1.12 eV
orbital gap = 8.963 eV
structure (SMILES) = Nc1ccoc1
E = -7765.404 eV